1.
31
Properties=species:S:1:pos:R:3:forces:R:3 method="wB97M-V/def2-TZVPD" total_charge=+2 spin_multiplicity=3 e_lumo_ev="-8.4 / -10.8" homo_energy_ev="-17.00 / -16.51"
Ni -2.427 -4.543 0.330 -0.125 0.061 0.022
O 1.526 3.090 -2.863 -0.067 -0.139 0.465
O -0.439 1.311 -0.620 0.582 -0.539 -0.431
C 0.772 -1.222 1.909 0.048 -0.023 0.120
C -1.047 -3.106 1.620 -0.256 -0.059 -0.103
C -0.115 1.584 -3.889 0.105 -0.195 0.038
C 0.399 2.333 -2.660 -0.046 0.735 -0.628
C -0.122 1.218 1.951 -0.200 0.271 -0.437
C 0.411 -2.664 1.447 0.077 -0.056 0.213
C 0.694 1.305 -1.415 -0.378 -0.216 0.882
C -0.353 -0.253 2.325 0.048 -0.138 0.129
B -0.675 1.854 0.600 -0.174 0.320 0.658
H -1.329 -0.607 1.984 -0.013 0.227 -0.130
H -0.486 1.873 2.741 0.047 0.008 0.003
H 1.431 -1.349 2.768 0.047 0.192 -0.032
H -0.338 3.034 -2.271 -0.029 -0.112 0.076
H 0.678 1.516 -4.634 -0.005 -0.079 0.020
H -1.052 -4.197 1.310 0.339 0.016 0.212
H 1.396 -0.747 1.149 -0.083 -0.121 -0.122
H 0.827 0.299 -1.809 0.006 0.090 -0.236
H 0.740 -2.845 0.424 -0.137 0.111 -0.045
H -0.945 2.133 -4.331 0.054 0.075 0.011
H -0.461 0.578 -3.656 -0.051 0.036 0.013
H 0.950 1.454 1.812 0.043 -0.115 0.211
H -0.434 -0.238 3.413 -0.032 -0.236 -0.023
H -1.761 -2.477 1.063 0.032 -0.045 -0.114
H -1.378 -3.122 2.658 0.022 0.037 -0.014
H 1.558 1.670 -0.863 0.032 0.085 -0.108
H 0.995 -3.348 2.064 0.040 -0.053 -0.119
H -1.284 2.890 0.648 0.051 -0.086 -0.173
H 2.268 2.575 -3.204 0.026 -0.050 -0.358

=====

2.
62
Properties=species:S:1:pos:R:3:forces:R:3 method="wB97M-V/def2-TZVPD" smiles="CCOC[C@H]1OC(=O)O[C@@H]1Cl.O=C1C=C(O)C(=O)C=C1O.O=C1C=C(O)C(=O)C=C1O.O=C1C=C(O)C(=O)C=C1O" e_lumo_ev=-2.2 homo_energy_ev=-9.73
Cl 0.302 -5.638 -4.210 0.637 1.391 -0.012
O -5.831 -1.876 -0.803 0.545 0.220 0.752
O 0.085 1.284 3.529 -1.048 1.749 1.253
O -1.289 -3.605 -4.526 1.494 -0.456 2.976
O -2.084 4.606 7.508 1.277 -1.229 -0.863
O 1.155 4.620 0.169 0.211 -0.987 -0.251
O -1.874 0.291 2.002 -0.705 -0.539 -0.760
O -0.579 -2.225 -2.831 -0.723 -3.376 -0.578
O 3.678 0.445 -1.932 -0.153 0.752 0.251
O 0.262 3.221 7.840 -0.639 0.127 -0.612
O 4.904 2.892 -2.137 -1.626 -0.999 0.689
O -2.214 2.739 3.165 0.589 0.199 0.678
O -0.028 2.160 0.453 1.846 1.275 -0.437
O -5.563 -2.663 1.813 0.788 1.225 -1.417
O 2.844 -2.399 -4.720 0.056 0.655 2.983
O -2.197 1.143 -0.587 -1.221 -1.555 1.414
O -2.170 -4.136 -2.172 4.989 5.665 -6.577
C 1.803 1.240 -0.731 0.202 -0.138 -0.163
C 3.737 -4.519 -3.450 0.956 0.387 0.393
C 3.089 1.395 -1.427 -0.140 -0.853 -0.041
C -2.803 -0.208 1.375 0.268 -0.118 0.851
C -2.208 3.700 5.326 -0.036 -0.171 -0.340
C 0.227 2.215 5.699 -0.016 0.253 0.521
C -3.040 0.193 -0.040 0.856 1.338 -1.351
C 3.965 -2.930 -3.909 1.043 -1.555 0.319
C -1.665 2.849 4.256 -0.885 0.355 -0.478
C 1.861 -1.683 -3.854 -1.440 0.791 -1.545
C 0.196 -3.816 -4.583 -0.822 0.311 0.457
C -0.406 2.101 4.530 1.222 -1.422 -1.264
C 1.759 3.666 -0.307 0.064 1.196 0.181
C -3.712 -1.198 1.972 0.382 0.316 0.059
C -1.467 -3.415 -3.048 -1.904 -1.763 2.445
C -4.923 -1.353 -0.166 -0.420 0.052 -1.116
C -4.703 -1.733 1.257 -0.901 -1.239 1.219
C 3.058 3.816 -0.982 -0.314 0.085 0.178
C -4.029 -0.345 -0.756 -0.357 -0.339 0.048
C 3.682 2.758 -1.504 1.619 0.704 -0.735
C -1.577 3.811 6.497 -1.110 1.183 0.996
C 0.705 -2.752 -3.399 1.331 -1.044 1.781
C 1.180 2.297 -0.205 -1.287 -0.855 0.558
C -0.304 3.085 6.761 0.965 -0.470 0.443
H -0.548 1.374 2.784 0.146 -0.378 0.162
H -3.133 4.224 5.120 0.054 -0.024 0.007
H 1.392 0.241 -0.666 -0.007 0.042 0.006
H 1.143 1.679 5.912 -0.063 0.043 -0.014
H 4.576 -4.758 -2.637 -1.773 0.531 -1.732
H -1.566 1.375 0.128 -0.056 -0.063 -0.464
H 2.364 -1.104 -2.961 -1.005 -1.507 -1.696
H 3.933 -5.254 -4.350 -0.713 1.557 1.787
H 1.329 -0.880 -4.552 1.242 -1.635 1.386
H 4.952 -2.927 -4.573 -2.297 0.217 1.265
H 3.476 4.813 -1.033 -0.038 -0.057 0.003
H 0.708 -3.718 -5.631 -1.485 0.285 2.118
H -0.274 3.066 0.739 0.049 -0.194 -0.019
H -6.191 -2.899 1.096 0.266 0.082 0.260
H 5.147 1.987 -2.429 -0.072 0.402 0.100
H -3.539 -1.467 3.007 -0.003 0.008 -0.070
H 4.187 -2.299 -2.938 -0.698 -0.988 -2.028
H -1.447 4.521 8.251 -0.242 0.031 -0.309
H 1.175 -3.238 -2.418 -0.932 0.215 -2.522
H 2.702 -4.706 -2.936 2.014 0.337 -1.208
H -4.211 -0.065 -1.786 0.018 -0.026 0.060